w:
ORCA calculation (ωB97M-V/def2-TZVPD) on a cluster of 2 separate species, C4H10NO3 in total.

Summary:
HOMO-LUMO gap in eV: 7.578
Net charge: -1

Each line ends with the Löwdin charge.
Element x y z (Å)
C (1.0840, 2.4109, 0.2689)  -0.387
N (0.7838, 1.1534, -0.0675)  -0.120
C (0.6037, 0.8709, -1.4760)  -0.060
C (0.6710, 0.0716, 0.9460)  -0.167
C (0.0139, -1.1753, 0.4257)  -0.448
O (-1.2965, -0.9206, 0.0872)  -0.306
O (1.4161, 3.2920, -0.5029)  -0.028
H (0.9578, 2.5720, 1.3496)  0.126
H (1.4480, 1.2469, -2.0630)  0.080
H (0.3732, -0.1616, -1.6647)  0.058
H (-0.2425, 1.4408, -1.8798)  0.094
H (1.7045, -0.1313, 1.2655)  0.109
H (0.0573, 0.4629, 1.7537)  0.112
H (0.0557, -1.8999, 1.2187)  0.092
H (0.6307, -1.5125, -0.4360)  0.088
H (-3.2601, -2.7661, -0.2788)  -0.010
H (-2.1731, -2.0918, 0.4772)  -0.056
O (-2.8274, -2.8626, 0.5762)  -0.177

***

x:
ORCA calculation (ωB97M-V/def2-TZVPD) on a cluster of 2 separate species, C4H10NO3 in total.

Summary:
HOMO-LUMO gap in eV: 7.759
Net charge: -1

Each line ends with the Löwdin charge.
Element x y z (Å)
C (-0.8506, -1.1776, 2.2277)  -0.394
N (-0.0588, -0.9297, 1.1880)  -0.137
C (0.9526, 0.0850, 1.5689)  -0.056
C (-0.6822, -0.7135, -0.1603)  -0.139
C (0.3641, -0.2007, -1.1615)  -0.451
O (0.7005, 1.0993, -1.2753)  -0.273
O (-0.7352, -0.7670, 3.3953)  -0.036
H (-1.5959, -1.9540, 1.9484)  0.128
H (0.3918, 0.9382, 1.9092)  0.074
H (1.4865, -0.1726, 2.5016)  0.084
H (1.5437, 0.4614, 0.6484)  0.104
H (-1.1214, -1.6495, -0.5349)  0.103
H (-1.5239, -0.0291, 0.0476)  0.121
H (-0.0233, -0.6877, -2.1958)  0.129
H (1.2141, -0.7373, -1.0046)  0.053
H (-0.7262, 2.2338, -3.3017)  -0.081
H (0.4914, 1.7790, -2.4633)  0.000
O (0.1728, 2.4221, -3.3376)  -0.229

***

Short version: w is the most stable of them.

***

w:
ORCA calculation (ωB97M-V/def2-TZVPD) on an isolated molecule of C5H9NO2.

Summary:
HOMO-LUMO gap in eV: 8.742
Net charge: 0
SMILES string: [H]/N=C(\C=C)[C@@H](O)OC

Each line ends with the Löwdin charge.
Element x y z (Å)
H (-0.7009, 1.4930, -2.4039)  0.058
N (-0.3451, 1.9664, -1.5606)  0.171
C (-0.4402, 1.1572, -0.5770)  -0.311
C (-0.7345, -0.3391, -0.6705)  -0.172
C (-0.7445, -0.9903, -1.8766)  -0.002
C (0.3090, 1.3484, 0.7135)  -0.152
O (-0.4727, 1.3542, 1.8338)  0.053
O (1.0506, -0.2179, 0.4641)  -0.236
C (0.9809, -1.3982, 1.2430)  -0.139
H (-1.4874, -0.6381, 0.0600)  0.115
H (-0.0065, -0.7695, -2.6389)  0.055
H (-1.5045, -1.7312, -2.0911)  0.045
H (1.1273, 2.0643, 0.6942)  0.151
H (-0.0170, 1.8561, 2.5259)  0.123
H (1.9483, -1.5548, 1.7261)  0.075
H (0.8457, -2.2374, 0.5548)  0.082
H (0.1914, -1.3632, 2.0031)  0.084

***

x:
ORCA calculation (ωB97M-V/def2-TZVPD) on an isolated molecule of C5H9NO2.

Summary:
HOMO-LUMO gap in eV: 9.788
Net charge: 0
SMILES string: C=NOC1(C)COC1

Each line ends with the Löwdin charge.
Element x y z (Å)
C (-2.9870, -0.1762, 0.0237)  0.030
N (-1.6832, -0.3898, -0.3362)  0.005
O (-0.9690, 0.6804, 0.1596)  -0.147
C (0.4198, 0.4595, 0.1521)  -0.334
C (1.2497, 1.8974, -0.0520)  -0.021
C (1.0704, -0.7505, 1.0987)  -0.058
O (1.5960, -1.4355, -0.0865)  -0.145
C (1.1120, -0.5253, -1.0477)  -0.144
H (-3.5989, -1.0980, -0.0363)  0.064
H (-3.4642, 0.6843, 0.5043)  0.071
H (2.3806, 1.6231, 0.3332)  0.127
H (0.8723, 2.6000, 0.7600)  0.069
H (1.1655, 2.2791, -1.0888)  0.069
H (0.3445, -1.3440, 1.7395)  0.134
H (1.7411, -0.3849, 1.7148)  0.040
H (0.1328, -0.8543, -1.6132)  0.124
H (2.0036, -0.1647, -1.5943)  0.114

***

Short version: w is the most stable of them.

***

w:
ORCA calculation (ωB97M-V/def2-TZVPD) on an isolated molecule of C5H9NO2.

Summary:
HOMO-LUMO gap in eV: 9.730
Net charge: 0
SMILES string: C=CN(O)CC(=C)O

Each line ends with the Löwdin charge.
Element x y z (Å)
C (2.9249, -0.0911, 0.1551)  -0.003
C (2.0127, 0.6713, -0.4280)  -0.096
N (0.4714, 0.3279, -0.6368)  -0.185
O (-0.1762, 1.3739, -1.3005)  -0.045
C (-0.0140, 0.1740, 0.6719)  -0.120
C (-1.4849, -0.6290, 0.4164)  -0.339
C (-2.6222, -0.0370, 0.0704)  0.021
O (-1.3438, -1.9640, 0.6287)  0.021
H (3.9775, 0.0648, -0.0272)  0.053
H (2.6725, -0.9032, 0.8204)  0.051
H (2.2948, 1.4849, -1.0863)  0.095
H (-0.6371, 0.9576, -2.0425)  0.109
H (-0.2417, 1.1059, 1.1941)  0.123
H (0.5609, -0.5492, 1.2392)  0.104
H (-3.5505, -0.5853, -0.0340)  0.054
H (-2.6691, 1.0256, -0.0915)  0.050
H (-2.1751, -2.4271, 0.4505)  0.108

***

x:
ORCA calculation (ωB97M-V/def2-TZVPD) on an isolated molecule of C5H9NO2.

Summary:
HOMO-LUMO gap in eV: 9.822
Net charge: 0
SMILES string: O[C@@H]1C[C@H](O)[C@@H]2N[C@@H]21

Each line ends with the Löwdin charge.
Element x y z (Å)
O (-1.6325, -1.1798, 0.5496)  -0.096
C (-0.6142, -0.3813, 1.1147)  -0.383
C (-0.6079, 0.9655, 0.4498)  -0.118
C (0.2852, 0.7926, -0.7598)  -0.418
O (-0.2467, 0.4205, -1.9262)  -0.002
C (1.3478, -0.1601, -0.2071)  -0.247
N (1.1575, -1.5632, -0.3566)  0.089
C (0.7655, -0.9349, 0.8502)  -0.256
H (-2.1100, -0.6472, -0.3677)  0.225
H (-0.6911, -0.3558, 2.2853)  0.173
H (-0.3910, 1.8317, 1.1478)  0.139
H (-1.7401, 1.1619, 0.3268)  0.140
H (0.8248, 1.8179, -0.7844)  0.165
H (-0.4898, 1.1670, -2.5697)  0.161
H (2.3826, 0.1253, -0.4544)  0.147
H (0.3274, -1.7695, -0.9786)  0.128
H (1.4325, -1.2906, 1.6803)  0.155

***

y:
ORCA calculation (ωB97M-V/def2-TZVPD) on an isolated molecule of C5H9NO2.

Summary:
HOMO-LUMO gap in eV: 8.723
Net charge: 0
SMILES string: C=C(C)NC(=O)CO

Each line ends with the Löwdin charge.
Element x y z (Å)
C (-0.5247, 2.1312, -1.1444)  0.034
C (0.2010, 1.0187, -0.8177)  -0.450
C (1.3209, 0.4494, -1.5834)  -0.057
N (0.0448, 0.2205, 0.2332)  0.085
C (0.3420, -1.1192, 0.4398)  -0.534
O (0.9683, -1.8714, -0.1516)  0.137
C (-0.5705, -1.4023, 1.6863)  -0.235
O (-1.4536, -0.5923, 2.2592)  0.002
H (-1.3853, 2.2362, -0.4934)  0.039
H (-0.5192, 2.5043, -2.2020)  0.072
H (0.8256, -0.4251, -2.0427)  0.101
H (2.1241, -0.0698, -0.9264)  0.108
H (2.0082, 1.2163, -2.0536)  0.106
H (-0.6850, 0.3442, 0.9692)  0.131
H (0.4616, -1.1684, 2.1995)  0.168
H (-0.8439, -2.6204, 1.6166)  0.195
H (-2.3142, -0.8520, 2.0114)  0.099

***

Short version: x is the most stable of them.

***

w:
ORCA calculation (ωB97M-V/def2-TZVPD) on an isolated molecule of C5H9NO2.

Summary:
HOMO-LUMO gap in eV: 8.321
Net charge: 0
SMILES string: C/C(O)=C(/C)NC=O

Each line ends with the Löwdin charge.
Element x y z (Å)
C (0.5659, -1.8770, 0.0498)  -0.039
C (-0.2245, -0.6738, -0.3653)  -0.367
O (-1.0606, -0.8735, -1.4453)  0.018
C (-0.4994, 0.4377, 0.4181)  -0.301
C (-1.7745, 1.2145, 0.4455)  -0.021
N (0.6572, 1.0484, 0.8087)  0.077
C (1.7124, 0.7143, -0.1214)  -0.301
O (1.7613, 0.9775, -1.3106)  0.041
H (0.9717, -1.7495, 1.0523)  0.086
H (-0.0564, -2.7747, 0.0119)  0.089
H (1.3946, -2.0292, -0.6453)  0.079
H (-0.5163, -0.8595, -2.2475)  0.117
H (-2.6031, 0.5927, 0.1171)  0.080
H (-1.7060, 2.0679, -0.2344)  0.088
H (-1.9563, 1.6056, 1.4485)  0.081
H (0.7044, 1.7070, 1.5748)  0.143
H (2.6295, 0.4717, 0.4431)  0.131

***

x:
ORCA calculation (ωB97M-V/def2-TZVPD) on an isolated molecule of C5H9NO2.

Summary:
HOMO-LUMO gap in eV: 10.131
Net charge: 0
SMILES string: [H]/N=C(/C)[C@](C)(O)C=O

Each line ends with the Löwdin charge.
Element x y z (Å)
H (-0.8788, 1.4712, -1.5450)  0.054
N (-0.8603, 0.4767, -1.7483)  0.166
C (-0.3343, -0.2751, -0.8918)  -0.378
C (-0.2885, -1.7436, -1.1210)  -0.028
C (0.3004, 0.2059, 0.4471)  -0.501
C (0.9873, 1.5655, 0.2694)  -0.003
O (1.2111, -0.7370, 0.9471)  0.003
C (-0.8987, 0.2848, 1.3651)  -0.179
O (-1.1157, -0.5527, 2.1986)  0.091
H (-0.7259, -1.9691, -2.0962)  0.085
H (0.7521, -2.0863, -1.0777)  0.089
H (-0.8492, -2.2598, -0.3285)  0.094
H (0.2716, 2.3833, 0.3048)  0.079
H (1.7135, 1.6923, 1.0702)  0.093
H (1.5174, 1.5881, -0.6792)  0.092
H (0.7743, -1.1761, 1.6955)  0.100
H (-1.5764, 1.1318, 1.1898)  0.142

***

y:
ORCA calculation (ωB97M-V/def2-TZVPD) on an isolated molecule of C5H9NO2.

Summary:
HOMO-LUMO gap in eV: 9.640
Net charge: 0
SMILES string: O[C@@]12CN[C@@H]1COC2

Each line ends with the Löwdin charge.
Element x y z (Å)
O (-1.2041, 1.4230, -0.8157)  -0.057
C (-0.4620, 0.5185, 0.0525)  -0.412
C (-1.1162, -0.5543, 0.9597)  -0.139
N (-0.7071, -1.6133, 0.0613)  -0.004
C (-0.0550, -0.6753, -0.7982)  -0.267
C (1.4826, -0.6089, -0.6437)  -0.219
O (1.8151, 0.1197, 0.4587)  -0.124
C (0.8173, 1.1970, 0.5743)  -0.062
H (-1.7536, 2.1918, -0.3530)  0.160
H (-0.5409, -0.6109, 1.9176)  0.116
H (-2.3041, -0.4319, 1.2671)  0.168
H (-1.5852, -2.1131, -0.3375)  0.155
H (-0.3906, -0.5119, -1.8783)  0.176
H (1.9735, -0.1546, -1.5928)  0.138
H (2.0340, -1.5920, -0.6190)  0.136
H (1.2229, 2.0677, 0.1075)  0.119
H (0.7736, 1.3484, 1.6396)  0.117

***

Short version: x is the most stable of them.

***

w:
ORCA calculation (ωB97M-V/def2-TZVPD) on a cluster of 2 separate species, C5H9NO2 in total.

Summary:
HOMO-LUMO gap in eV: 8.745
Net charge: 0
SMILES string: C=C(O)NC.C=C=O

Each line ends with the Löwdin charge.
Element x y z (Å)
C (-1.5661, 0.0699, 1.7874)  0.061
C (-1.3706, -0.0143, 0.4707)  -0.386
O (-2.4240, -0.0585, -0.3919)  0.035
N (-0.1869, 0.7018, -0.2588)  -0.071
C (0.8118, 1.4337, 0.4957)  -0.119
H (-0.8128, 0.3860, 2.4832)  0.051
H (-2.5522, -0.0551, 2.2026)  0.064
H (-2.9113, -0.8777, -0.2365)  0.116
H (-0.4609, 1.0205, -1.1784)  0.118
H (1.3631, 0.6965, 1.0851)  0.084
H (0.3713, 2.1106, 1.2261)  0.073
H (1.4522, 1.9855, -0.1911)  0.087
C (1.9699, -1.3633, -1.8978)  -0.009
C (1.0099, -1.1940, -1.0215)  -0.247
O (0.3491, -1.7892, -0.1718)  0.039
H (2.1105, -2.3022, -2.4038)  0.060
H (2.8472, -0.7502, -1.9993)  0.044

***

x:
ORCA calculation (ωB97M-V/def2-TZVPD) on an isolated molecule of C5H9NO2.

Summary:
HOMO-LUMO gap in eV: 10.103
Net charge: 0
SMILES string: O=C(O)[C@@H]1CCCN1

Each line ends with the Löwdin charge.
Element x y z (Å)
O (-2.2974, 0.8045, -0.0994)  0.102
C (-1.4403, -0.0296, -0.0286)  -0.547
O (-1.4401, -1.2099, -0.5898)  0.099
C (-0.1759, 0.2427, 0.8105)  -0.201
C (0.6997, 1.3631, 0.2578)  -0.141
C (1.6044, 0.7048, -0.8282)  -0.137
C (1.9335, -0.6543, -0.1036)  -0.174
N (0.6482, -1.0326, 0.5890)  -0.067
H (-0.5309, -1.6254, -0.4094)  0.101
H (-0.3867, 0.3546, 1.8944)  0.159
H (-0.0388, 2.1009, -0.1856)  0.134
H (1.3209, 1.8214, 1.0283)  0.112
H (2.5291, 1.2109, -1.0844)  0.098
H (1.0271, 0.5282, -1.7885)  0.129
H (2.2294, -1.4643, -0.7534)  0.098
H (2.7236, -0.5568, 0.6443)  0.105
H (0.7595, -1.6587, 1.3971)  0.130

***

Short version: x is the most stable of them.

***

w:
ORCA calculation (ωB97M-V/def2-TZVPD) on an isolated molecule of C5H9NO2.

Summary:
HOMO-LUMO gap in eV: 10.092
Net charge: 0
SMILES string: C=NCCCC(=O)O

Each line ends with the Löwdin charge.
Element x y z (Å)
C (0.9330, -2.6030, -1.5380)  -0.070
N (1.5401, -1.5325, -1.7956)  -0.028
C (1.0805, -0.2520, -1.2909)  -0.232
C (0.7995, -0.3168, 0.2313)  -0.191
C (0.3731, 1.0277, 0.8852)  -0.103
C (-1.1005, 1.1399, 0.9330)  -0.531
O (-1.8670, 1.0396, 0.0217)  0.120
O (-1.5450, 1.3937, 2.1955)  0.093
H (-0.0212, -2.7299, -1.0074)  0.078
H (1.4391, -3.5389, -1.7324)  0.062
H (1.9095, 0.4603, -1.3401)  0.105
H (0.1999, 0.1569, -1.7957)  0.121
H (-0.0018, -1.0483, 0.3829)  0.095
H (1.5905, -0.8265, 0.7742)  0.111
H (0.8730, 1.8643, 0.4031)  0.125
H (1.0088, 1.0589, 1.7749)  0.121
H (-2.5033, 1.4808, 2.2952)  0.123

***

x:
ORCA calculation (ωB97M-V/def2-TZVPD) on a cluster of 2 separate species, C5H9NO2 in total.

Summary:
HOMO-LUMO gap in eV: 9.287
Net charge: 0

Each line ends with the Löwdin charge.
Element x y z (Å)
C (-0.7871, -0.1651, 0.5315)  -0.364
C (-0.5824, -1.3911, -0.4700)  -0.075
C (0.8639, 0.3226, -0.9275)  -0.325
C (1.7166, 1.2042, -0.0776)  0.039
C (0.6176, 0.2383, 0.5141)  -0.366
H (-1.8015, 1.2129, -0.8460)  0.085
H (-2.6825, 0.7469, 0.5449)  0.138
H (-1.0231, -0.4950, 1.5208)  0.117
H (-1.4369, -1.6051, -1.1921)  0.138
H (-0.3055, -2.3042, 0.0038)  0.096
H (0.3799, 1.2257, -1.5306)  0.167
H (1.1851, 2.1894, -0.3210)  0.125
H (2.8162, 1.1893, 0.2537)  0.134
H (0.7293, -1.1814, 2.1614)  0.288
N (-1.6511, 0.9139, 0.1363)  0.028
O (0.6293, -1.0266, -1.2612)  -0.082
O (1.3323, -1.0748, 0.9597)  -0.143

***

Short version: w is the most stable of them.